# 1
A 2-piece molecular cluster, C3H7ClO2S overall at a distorted geometry. Source: the Open Molecules 2025 dataset; level of theory: ωB97M-V/def2-TZVPD.

**SMILES**: O=CCl.CCSO
**Calculated total energy**: -30675.876 eV
**ΔE to the lowest compared entry with this formula, charge and spin**: 0.3041 eV
**Max |F|**: 0.075 hartree/bohr

Geometry as ORCA input:
```
! wB97M-V def2-TZVPD RIJCOSX def2/J DEFGRID3
* xyz 0 1
O 1.051 0.766 2.787
C 1.824 1.607 2.438
Cl 3.156 2.128 3.421
H 1.974 2.136 1.430
C -0.917 0.229 -0.487
C 0.151 -0.416 -1.358
S 1.599 -0.778 -0.241
O 0.963 -1.412 1.144
H -1.741 0.496 -1.188
H -1.134 -0.502 0.306
H -0.455 1.161 -0.108
H 0.474 0.398 -1.996
H -0.138 -1.336 -1.904
H 0.890 -0.764 1.782
*
```



# 2
A 2-piece molecular cluster, C3H7ClOSi overall at a distorted geometry. Source: the Open Molecules 2025 dataset; level of theory: ωB97M-V/def2-TZVPD.

**SMILES**: O=C1C[C@@H]1[SiH3].Cl
**Calculated total energy**: -25669.133 eV
**ΔE to the lowest compared entry with this formula, charge and spin**: 5.0081 eV
**Max |F|**: 0.076 hartree/bohr

Geometry as ORCA input:
```
! wB97M-V def2-TZVPD RIJCOSX def2/J DEFGRID3
* xyz 0 1
O 0.104 -0.444 -2.820
C 0.261 -0.275 -1.639
C 0.739 -0.954 -0.399
C 0.029 0.407 -0.426
Si -1.636 0.497 0.452
H 1.897 -0.943 -0.352
H 0.195 -1.851 0.010
H 0.707 1.236 -0.286
H -2.261 1.686 -0.357
H -1.860 0.906 1.828
H -2.363 -0.618 -0.170
Cl 3.698 0.083 -1.929
H 2.863 -0.873 -1.859
*
```



# 3
C3H7DyO2 as an isolated structure at a distorted geometry. Source: the Open Molecules 2025 dataset; level of theory: ωB97M-V/def2-TZVPD.

**Calculated total energy**: -31382.798 eV
**⟨S²⟩**: 9.373
**ΔE to the lowest compared entry with this formula, charge and spin**: 0.0000 eV
**Max |F|**: 0.107 hartree/bohr

Geometry as ORCA input:
```
! wB97M-V def2-TZVPD RIJCOSX def2/J DEFGRID3
* xyz 2 6
O -1.325 -0.437 -0.720
C -0.756 0.775 -0.428
C 0.583 0.794 0.298
O 1.218 -0.480 0.112
C 2.550 -0.564 0.609
Dy -0.415 -2.152 -0.095
H -0.538 1.195 -1.431
H 0.447 0.970 1.377
H 1.238 1.583 -0.098
H 2.754 0.264 1.301
H 2.646 -1.517 1.140
H 3.250 -0.537 -0.237
H -1.520 1.150 0.431
*
```



# 4
C3H7ErO3 as an isolated structure at a distorted geometry. Source: the Open Molecules 2025 dataset; level of theory: ωB97M-V/def2-TZVPD.

**Calculated total energy**: -36970.507 eV
**⟨S²⟩**: 3.753
**ΔE to the lowest compared entry with this formula, charge and spin**: 0.0000 eV
**Max |F|**: 0.059 hartree/bohr

Geometry as ORCA input:
```
! wB97M-V def2-TZVPD RIJCOSX def2/J DEFGRID3
* xyz 2 4
O 1.003 -0.204 2.155
C 1.182 -1.298 1.433
C 0.807 -1.362 0.138
O 0.420 -0.128 -0.413
C 0.367 -0.038 -1.831
Er 0.000 1.383 1.328
H 1.781 -2.114 1.855
H 1.013 -2.167 -0.564
H -0.050 0.945 -2.075
H 1.383 -0.136 -2.236
H -0.287 -0.820 -2.238
O -2.171 1.992 0.949
H -2.952 1.554 1.367
H -2.494 2.393 0.133
*
```



# 5
One molecule with the formula C3H7F2N at a distorted geometry. Source: the Open Molecules 2025 dataset; level of theory: ωB97M-V/def2-TZVPD.

**SMILES**: NC[C@H](F)CF
**Calculated total energy**: -10148.466 eV
**ΔE to the lowest compared entry with this formula, charge and spin**: 1.5751 eV
**Max |F|**: 0.076 hartree/bohr

Geometry as ORCA input:
```
! wB97M-V def2-TZVPD RIJCOSX def2/J DEFGRID3
* xyz 0 1
N -1.180 -0.872 -0.692
C -1.078 0.123 0.327
C 0.268 0.886 0.057
F 0.281 1.342 -1.171
C 1.538 0.030 0.146
F 1.424 -1.174 -0.520
H -2.136 -1.327 -0.707
H -0.477 -1.534 -1.017
H -1.181 -0.164 1.400
H -1.917 0.759 0.316
H 0.385 1.693 0.839
H 1.602 -0.307 1.217
H 2.472 0.543 -0.197
*
```



# 6
A 2-piece molecular cluster, C3H7F2NO overall at a distorted geometry. Source: the Open Molecules 2025 dataset; level of theory: ωB97M-V/def2-TZVPD.

**Calculated total energy**: -12191.268 eV
**ΔE to the lowest compared entry with this formula, charge and spin**: 4.7802 eV
**Max |F|**: 0.115 hartree/bohr

Geometry as ORCA input:
```
! wB97M-V def2-TZVPD RIJCOSX def2/J DEFGRID3
* xyz 0 1
C -1.092 -0.338 -0.130
C -0.218 1.017 -1.873
C 1.108 -0.978 1.868
N -0.424 0.791 -0.426
O 0.316 1.376 0.393
F 2.342 -0.553 1.435
F 1.172 -2.294 1.926
H -1.643 -0.743 -0.915
H -0.196 -0.948 0.599
H -1.770 -0.070 0.730
H -0.373 0.118 -2.420
H -0.962 1.738 -2.178
H 0.855 1.326 -1.780
H 0.885 -0.442 2.772
*
```



# 7
One molecule with the formula C3H7FS at a distorted geometry. Source: the Open Molecules 2025 dataset; level of theory: ωB97M-V/def2-TZVPD.

**SMILES**: CCCSF
**Calculated total energy**: -16775.676 eV
**ΔE to the lowest compared entry with this formula, charge and spin**: 1.3079 eV
**Max |F|**: 0.068 hartree/bohr

Geometry as ORCA input:
```
! wB97M-V def2-TZVPD RIJCOSX def2/J DEFGRID3
* xyz 0 1
C -0.046 0.286 -1.484
C -0.779 -0.206 -0.317
C 0.103 -0.519 0.953
S 0.490 1.075 2.170
F 2.113 0.814 2.171
H -0.848 0.320 -2.292
H 0.310 1.330 -1.247
H 0.698 -0.386 -1.789
H -1.122 -1.173 -0.526
H -1.628 0.417 -0.038
H -0.442 -1.247 1.535
H 1.152 -0.710 0.865
*
```



# 8
C3H7FeMgO3 as an isolated structure at a distorted geometry. Source: the Open Molecules 2025 dataset; level of theory: ωB97M-V/def2-TZVPD.

**Calculated total energy**: -49194.870 eV
**⟨S²⟩**: 8.772
**ΔE to the lowest compared entry with this formula, charge and spin**: 0.8669 eV
**Max |F|**: 0.086 hartree/bohr

Geometry as ORCA input:
```
! wB97M-V def2-TZVPD RIJCOSX def2/J DEFGRID3
* xyz 0 6
O -0.801 -2.298 0.067
C 0.473 -2.169 0.598
C 0.722 -0.756 1.111
O 0.276 0.146 0.081
C 0.596 1.472 0.217
Fe -1.363 -0.759 -0.852
H 1.256 -2.406 -0.153
H 0.646 -2.854 1.452
H 1.787 -0.573 1.315
H 0.130 -0.543 2.014
H -0.896 3.053 -1.811
H 1.597 1.669 0.608
Mg -2.486 1.097 -2.620
O -1.692 2.801 -2.495
H -0.245 2.119 0.468
*
```